Entry 1:
Molecular formula: C6H15NO
Method: DFT, wB97M-V/def2-TZVPD

Last columns: bonded neighbours and bond lengths (Å).
Atoms and positions in Å:
1 H -1.348 -1.646 -1.946  C3 1.086
2 O 1.350 0.138 -2.233  C8 1.388, H23 0.964
3 C -0.869 -0.682 -1.808  H1 1.086, H6 1.091, C8 1.500, H10 1.088
4 C -0.667 -0.576 2.607  H5 1.089, H11 1.087, H18 1.090, C22 1.514
5 H 0.359 -0.747 2.931  C4 1.089
6 H -1.287 -0.179 -0.935  C3 1.091
7 H 0.905 2.106 -0.858  C17 1.089
8 C 0.606 -0.847 -1.596  O2 1.388, C3 1.500, C20 1.358
9 H 1.070 0.501 0.885  N12 1.017
10 H -1.108 -0.029 -2.646  C3 1.088
11 H -1.013 -1.423 2.021  C4 1.087
12 N 0.147 0.790 0.569  H9 1.017, C17 1.456, C22 1.558
13 H -1.809 0.846 1.443  C22 1.091
14 H 2.220 -2.216 -1.418  C20 1.081
15 H -0.569 1.567 2.459  C22 1.102
16 H 0.641 2.867 0.710  C17 1.098
17 C 0.238 2.129 0.003  H7 1.089, N12 1.456, H16 1.098, H21 1.090
18 H -1.282 -0.508 3.505  C4 1.090
19 H 0.573 -2.966 -1.418  C20 1.075
20 C 1.152 -2.064 -1.340  C8 1.358, H14 1.081, H19 1.075
21 H -0.751 2.441 -0.331  C17 1.090
22 C -0.791 0.704 1.810  C4 1.514, N12 1.558, H13 1.091, H15 1.102
23 H 2.233 -0.205 -2.415  O2 0.964

Summary:
- SMILES = C=C(C)O.CCNC
- gap between HOMO and LUMO (eV) = 9.196
- HOMO energy (eV) = -8.3
- max |F| (eV/A) = 3.40
- total energy (hartree) = -367.53847

Entry 2:
Molecular formula: C6H15NO
Method: DFT, wB97M-V/def2-TZVPD

Last columns: bonded neighbours and bond lengths (Å).
Atoms and positions in Å:
1 C 1.693 -2.377 2.008  C3 1.554, H15 1.067, H18 1.098, H21 1.051
2 C -0.536 1.379 -0.356  H12 1.172, C14 1.565, C19 1.488, H23 1.128
3 C 0.511 -1.378 1.866  C1 1.554, H4 1.127, C7 1.517, H10 1.058
4 H 0.841 -0.427 2.374  C3 1.127
5 N 1.477 0.807 -1.580  H16 0.943, C19 1.381, H22 0.963
6 H -0.904 -1.923 3.404  C7 1.106
7 C -0.838 -1.921 2.300  C3 1.517, H6 1.106, H17 1.000, H20 1.160
8 H -2.564 1.539 -1.570  C14 1.091
9 O -0.384 1.561 -2.760  C19 1.272
10 H 0.310 -1.280 0.832  C3 1.058
11 H -2.465 0.181 -0.617  C14 1.150
12 H -0.383 2.450 0.094  C2 1.172
13 H -2.628 1.666 0.190  C14 1.075
14 C -2.071 1.262 -0.637  C2 1.565, H8 1.091, H11 1.150, H13 1.075
15 H 2.558 -2.060 1.469  C1 1.067
16 H 1.886 1.080 -2.384  N5 0.943
17 H -1.148 -2.815 1.974  C7 1.000
18 H 1.580 -3.430 1.718  C1 1.098
19 C 0.168 1.240 -1.659  C2 1.488, N5 1.381, O9 1.272
20 H -1.743 -1.235 2.066  C7 1.160
21 H 2.056 -2.378 2.995  C1 1.051
22 H 2.118 0.775 -0.862  N5 0.963
23 H -0.342 0.497 0.319  C2 1.128

Summary:
- SMILES = CCC(N)=O.CCC
- gap between HOMO and LUMO (eV) = 10.667
- HOMO energy (eV) = -9.9
- max |F| (eV/A) = 5.99
- total energy (hartree) = -367.55434

Entry 3:
Molecular formula: C6H15NO
Method: DFT, wB97M-V/def2-TZVPD

Last columns: bonded neighbours and bond lengths (Å).
Atoms and positions in Å:
1 H -3.582 -0.016 0.084  C23 1.119
2 C 1.837 -0.885 1.131  N3 1.468, H4 1.104, H11 1.091, H19 1.090
3 N 1.762 -0.642 -0.315  C2 1.468, C7 1.396, H15 1.007
4 H 2.886 -0.691 1.417  C2 1.104
5 C -1.552 -0.751 0.492  C8 1.508, H14 1.134, H18 1.117, C23 1.496
6 H 1.068 1.245 -2.084  C22 1.071
7 C 0.516 -0.402 -0.897  N3 1.396, C8 1.486, C22 1.349
8 C -0.610 -1.306 -0.547  C5 1.508, C7 1.486, H9 1.087, H16 1.100
9 H -0.211 -2.274 -0.256  C8 1.087
10 O 1.796 2.601 0.541  H12 0.952, H20 0.962
11 H 0.993 -0.544 1.731  C2 1.091
12 H 2.045 3.520 0.562  O10 0.952
13 H -0.569 0.452 -2.478  C22 1.078
14 H -2.160 -1.553 1.014  C5 1.134
15 H 2.500 -0.013 -0.586  N3 1.007
16 H -1.176 -1.719 -1.395  C8 1.100
17 H -2.152 0.955 -0.722  C23 1.093
18 H -1.068 -0.444 1.451  C5 1.117
19 H 1.893 -1.959 1.311  C2 1.090
20 H 0.839 2.522 0.480  O10 0.962
21 H -2.853 1.061 0.835  C23 1.102
22 C 0.313 0.519 -1.861  H6 1.071, C7 1.349, H13 1.078
23 C -2.515 0.322 0.091  H1 1.119, C5 1.496, H17 1.093, H21 1.102

Summary:
- SMILES = C=C(CCC)NC.O
- gap between HOMO and LUMO (eV) = 8.673
- HOMO energy (eV) = -7.9
- max |F| (eV/A) = 3.69
- total energy (hartree) = -367.53145